Entry 1:
A cluster of 2 separate species, C5H11O3 in total in a non-equilibrium geometry. Source: the Open Molecules 2025 dataset; level of theory: wB97M-V/def2-TZVPD.

```
19
Properties=species:S:1:pos:R:3:forces:R:3:nbo_charge:R:1
C -1.194938 -0.703669 -1.082224 -0.2 1.6 0.4 0.0955
C -0.255414 -1.464957 -2.017929 1.2 1.8 0.2 -0.6623
C -1.234213 -1.268376 0.345960 -0.7 -1.7 0.1 -0.6469
O -0.826902 0.671610 -0.996295 0.1 0.4 -0.6 -0.7868
H -2.182689 -0.535146 -1.523614 -0.2 -1.1 0.0 0.1589
H 0.765452 -1.461629 -1.596421 -0.5 -0.9 0.6 0.2391
H -2.170524 -1.493790 0.867791 -0.9 0.9 -0.7 0.1899
H -0.940178 -2.331759 0.294491 1.2 0.5 0.4 0.1915
H -0.738076 -0.603740 1.047881 0.8 -0.5 -0.2 0.2489
H 0.148615 0.811942 -0.912345 -0.1 -0.3 0.7 0.5155
H 0.032875 -0.787413 -2.834614 -1.0 -0.3 -0.5 0.2147
H -0.620347 -2.416808 -2.356834 0.0 -0.5 -0.1 0.1933
C 1.062109 2.236189 1.824958 -0.4 -1.5 -0.3 -0.7550
C 1.689994 0.946178 1.225219 0.1 0.6 -1.1 0.7810
O 2.211855 0.124450 1.983653 0.1 -0.2 0.5 -0.7537
O 1.599712 0.860356 -0.039660 0.3 -0.1 0.0 -0.8454
H 0.039060 2.241607 1.436281 -0.1 0.1 0.3 0.2132
H 1.521296 3.137154 1.440041 0.4 0.2 0.3 0.2041
H 1.092314 2.037801 2.893661 -0.1 0.8 0.2 0.2046
```
Positions in Å, forces in eV/Å.

Its charge is -1. As for the HOMO-LUMO gap: 8.32 eV. Its relative energy (zero: lowest compared OMol25 entry of this formula, charge and spin) is 25.37 kcal/mol. The value obtained for the HOMO energy is -4.4 eV. The LUMO energy is 0.1436 Eh.

Entry 2:
A cluster of 2 separate species, C5H11O3 in total in a non-equilibrium geometry. Source: the Open Molecules 2025 dataset; level of theory: wB97M-V/def2-TZVPD.

```
19
Properties=species:S:1:pos:R:3:forces:R:3:nbo_charge:R:1
O 1.823498 -1.291823 1.214653 -0.4 0.6 -0.6 -0.8414
C 0.765084 -2.012404 1.210328 1.3 0.3 0.3 0.2498
C -0.439150 -1.862370 0.571528 -0.4 -1.1 0.1 -0.5315
C -0.843655 -0.853991 -0.449785 1.0 1.8 1.6 -0.4150
C -1.741512 0.310905 0.101423 0.3 0.3 -1.5 -0.4224
C -1.542635 1.594175 -0.721522 -1.2 1.1 -0.8 -0.0554
O -2.305657 1.758626 -1.993873 0.0 -1.2 0.7 -0.7619
H 0.945832 -2.911459 1.848220 -0.9 -0.2 -0.2 0.0730
H -1.144947 -2.677472 0.734320 0.0 0.0 0.0 0.1620
H -2.652047 2.643933 -1.979184 -0.2 0.3 0.0 0.4526
H -1.335595 -1.294929 -1.293136 -0.3 -0.2 -0.6 0.1857
H 0.045032 -0.279964 -0.777625 0.0 -0.7 -0.2 0.1870
H -2.780709 0.003732 -0.022433 -0.2 0.2 0.5 0.1951
H -1.508977 0.622077 1.136662 -0.1 -0.7 -0.4 0.2133
H -1.872365 2.453532 -0.122447 0.4 -0.1 0.2 0.1424
H -0.548829 1.767467 -1.109784 0.7 -0.3 0.8 0.1703
H 4.379689 0.741960 0.291235 -0.2 -0.3 0.0 0.4664
H 2.876320 1.034831 0.196426 -0.2 -0.6 0.2 0.4959
O 3.724567 1.429262 0.413543 0.3 0.7 -0.1 -0.9659
```
Positions in Å, forces in eV/Å.

Its charge is -1. As for the HOMO-LUMO gap: 5.72 eV. Its relative energy (zero: lowest compared OMol25 entry of this formula, charge and spin) is 65.68 kcal/mol. The value obtained for the HOMO energy is -2.4 eV. The LUMO energy is 0.1237 Eh.

Entry 3:
A cluster of 2 separate species, C5H11O3 in total in a non-equilibrium geometry. Source: the Open Molecules 2025 dataset; level of theory: wB97M-V/def2-TZVPD.

```
19
Properties=species:S:1:pos:R:3:forces:R:3:nbo_charge:R:1
O -1.716305 0.643841 1.614269 0.1 0.3 0.2 -0.8002
C -1.852242 0.247896 0.434175 -0.4 -0.9 0.5 0.7604
O -2.867291 0.389354 -0.302891 1.5 -0.2 0.0 -0.7855
C -0.651402 -0.738545 0.006319 -2.5 -1.1 -0.1 -0.5332
C 0.136785 -0.306345 -1.157676 2.4 1.8 -1.8 -0.3898
C 0.691394 1.158765 -0.868431 -0.3 -0.9 3.6 -0.4099
C 2.178103 1.515194 -1.129078 -1.4 1.0 -0.2 -0.6372
H 0.135750 -0.790674 0.785931 -1.1 -0.4 0.2 0.2040
H -1.263733 -1.716043 -0.198175 1.6 1.3 0.5 0.2049
H 1.047429 -0.971651 -1.296489 -1.0 0.5 0.0 0.1673
H -0.335981 -0.192083 -2.159242 -0.2 -0.6 0.7 0.1985
H 0.055096 1.861558 -1.294255 -1.1 1.1 -1.5 0.1977
H 0.398643 1.476360 0.271259 1.0 -1.3 -2.2 0.2124
H 2.502822 1.899198 -0.137584 0.9 -0.7 -0.9 0.2167
H 2.122534 2.406357 -1.796957 0.6 -0.6 0.3 0.1935
H 2.729788 0.712081 -1.664380 0.0 0.5 0.9 0.2021
H -1.427101 -3.203375 3.410842 1.5 2.5 -1.7 0.4677
H -1.128111 -1.826811 2.524723 -1.4 1.4 -0.6 0.5054
O -0.756169 -2.565085 2.957648 -0.1 -3.7 2.3 -0.9748
```
Positions in Å, forces in eV/Å.

Its charge is -1. As for the HOMO-LUMO gap: 7.75 eV. Its relative energy (zero: lowest compared OMol25 entry of this formula, charge and spin) is 43.90 kcal/mol. The value obtained for the HOMO energy is -4.0 eV. The LUMO energy is 0.1360 Eh.

Entry 4:
A cluster of 2 separate species, C5H11O3 in total in a non-equilibrium geometry. Source: the Open Molecules 2025 dataset; level of theory: wB97M-V/def2-TZVPD.

```
19
Properties=species:S:1:pos:R:3:forces:R:3:mulliken_spin:R:1
H -1.087490 1.377517 -1.780092 0.2 -0.2 0.8 -0.0036
C -1.531501 -0.253053 0.337841 -0.1 1.4 -0.2 0.8020
C -2.599590 -1.086734 -0.239571 -0.4 -0.1 -0.2 -0.0161
C -0.156063 -0.740676 0.355337 -0.5 -0.9 -0.5 0.0001
O 0.816851 0.311781 0.522781 0.1 -1.1 0.1 0.0071
C 2.033181 -0.228451 0.820232 -0.1 -0.8 0.0 0.0044
O 2.209481 -1.433198 0.890253 0.1 1.6 -0.1 0.0036
C 3.090975 0.820705 1.065358 -0.2 -0.3 -0.1 0.0011
H -1.702034 0.775520 0.631224 -0.2 -0.1 0.1 0.0157
H -3.483102 -0.474942 -0.539357 0.7 -0.6 0.1 0.0136
H -2.177031 -1.641001 -1.099946 -0.5 0.2 0.1 0.0161
H -2.943630 -1.854449 0.477160 0.0 0.2 -0.2 0.0632
H -0.079338 -1.478027 1.167861 0.4 0.1 -0.1 0.0510
H 0.002359 -1.321186 -0.590669 0.4 0.5 0.6 0.0381
H 2.701748 1.847708 0.952335 0.3 -0.6 0.1 -0.0003
H 3.460730 0.617359 2.076491 0.0 0.3 -0.2 -0.0002
H 3.910065 0.603505 0.370516 -0.1 0.3 0.1 0.0001
O -1.326255 1.608818 -2.668336 -0.2 0.2 -0.8 0.0055
H -1.139358 2.548804 -2.749419 0.0 0.0 0.0 -0.0013
```
Positions in Å, forces in eV/Å.

Its charge is 0. As for the HOMO-LUMO gap (spin up / spin down): 8.59 / 10.95 eV. Its relative energy (zero: lowest compared OMol25 entry of this formula, charge and spin) is 0.00 kcal/mol. As for the spin multiplicity: 2. The value obtained for the HOMO energy (spin up / spin down) is -7.8 / -10.6 eV. The LUMO energy (spin up / spin down) is 0.0286 / 0.0132 Eh.

Entry 5:
A structure of composition C5H11O4Tl in a non-equilibrium geometry. Source: the Open Molecules 2025 dataset; level of theory: wB97M-V/def2-TZVPD.

```
21
Properties=species:S:1:pos:R:3:forces:R:3:mulliken_charge:R:1
O -0.989785 2.120388 0.032504 0.2 1.8 -0.1 -0.5333
C -0.295289 2.387956 -0.942382 -1.0 -0.1 -1.7 0.0098
C 0.433367 1.310354 -1.677582 0.7 0.7 -0.4 -0.3147
O 0.397551 0.155321 -0.887169 1.5 0.7 -1.9 -0.2923
C 0.851958 -1.069240 -1.470838 0.4 -1.3 -1.0 -0.2437
C 0.853916 -2.155494 -0.412134 0.9 -0.1 0.0 -0.8522
O -0.420092 -2.547631 0.007202 -1.1 1.3 1.0 -0.3567
C -0.943080 -1.856232 1.176027 -0.4 -3.0 -1.0 -0.6665
Tl -0.656393 0.241485 0.874945 -4.6 -4.0 0.8 1.5416
H -0.359392 3.375731 -1.428085 0.2 0.0 0.4 0.4587
H 1.463216 1.652784 -1.882729 -0.2 -0.2 0.0 0.3633
H -0.064504 1.143563 -2.649418 0.0 0.2 0.1 0.3862
H 1.871519 -0.940611 -1.864719 -0.2 0.1 0.2 0.3789
H 0.183724 -1.326800 -2.305942 0.1 0.1 0.2 0.3482
H 1.463373 -1.820201 0.447893 0.0 -0.2 -0.2 0.4247
H 1.355218 -3.028386 -0.857482 -0.2 0.2 0.2 0.4160
H -2.011361 -2.132102 1.212204 0.4 0.5 -0.1 0.3620
H -0.492266 -2.323178 2.074371 0.2 1.0 -0.2 0.3584
O 0.502696 1.038644 2.284175 3.3 3.1 2.3 -0.5260
H 0.396326 0.936622 3.235701 0.1 0.0 0.5 0.3719
H 1.025591 1.864223 2.119719 -0.3 -0.7 0.6 0.3656
```
Positions in Å, forces in eV/Å.

Its charge is +2. As for the HOMO-LUMO gap: 8.88 eV. The value obtained for the HOMO energy is -17.7 eV. The LUMO energy is -0.3224 Eh.

Entry 6:
A cluster of 2 separate species, C5H11O5 in total in a non-equilibrium geometry. Source: the Open Molecules 2025 dataset; level of theory: wB97M-V/def2-TZVPD.

```
21
Properties=species:S:1:pos:R:3:forces:R:3:mulliken_spin:R:1
C -1.227212 -1.626485 0.188852 -0.3 -0.2 -0.3 0.0052
C -1.518385 -0.275396 -0.530215 3.1 1.9 1.2 -0.0097
C -2.143617 0.790626 0.476567 0.0 -1.0 0.0 0.0007
O -3.473909 1.087746 0.046769 0.2 -0.1 0.0 0.0015
C 1.095066 0.695470 0.562369 -0.7 -1.0 0.7 0.8341
C 1.924789 -0.364025 -0.052311 -1.1 -0.5 -0.3 0.0001
O 3.260521 -0.283619 0.420364 1.2 0.2 -1.9 0.0265
O 4.077574 -0.145625 -0.827392 -1.0 -0.9 1.0 0.0144
O 0.879199 1.857104 -0.069779 -0.7 0.6 -1.0 0.0094
O -1.028042 0.123855 -1.594996 -1.6 -1.4 1.5 0.0192
H -0.899726 -1.522158 1.269233 -0.5 0.3 -1.3 0.0014
H -2.202738 -2.134998 0.193470 0.2 -0.2 0.2 0.0012
H -0.486163 -2.288648 -0.299110 -0.5 0.6 -0.1 0.0005
H -2.127184 0.280941 1.487559 -0.7 0.6 -1.0 0.0011
H -1.517468 1.712624 0.629594 -0.4 -0.8 -0.8 0.0012
H -3.523266 1.037363 -0.926275 0.3 0.2 0.6 -0.0004
H 0.453151 0.444104 1.439812 0.7 0.6 -0.6 0.0190
H 1.555910 -1.363116 0.244224 0.1 0.3 0.0 0.0069
H 1.835529 -0.313634 -1.170000 0.5 0.0 0.9 0.0218
H 4.650320 0.551631 -0.541789 0.7 0.8 0.3 0.0002
H 0.415653 1.736237 -0.946940 0.7 -0.1 1.0 0.0458
```
Positions in Å, forces in eV/Å.

Its charge is 0. As for the HOMO-LUMO gap (spin up / spin down): 8.21 / 9.76 eV. Its relative energy (zero: lowest compared OMol25 entry of this formula, charge and spin) is 6.48 kcal/mol. As for the spin multiplicity: 2. The value obtained for the HOMO energy (spin up / spin down) is -8.1 / -10.0 eV. The LUMO energy (spin up / spin down) is 0.0057 / -0.0074 Eh.

Entry 7:
A structure of composition C5H11O6 in a non-equilibrium geometry. Source: the Open Molecules 2025 dataset; level of theory: wB97M-V/def2-TZVPD.

```
22
Properties=species:S:1:pos:R:3:forces:R:3:mulliken_spin:R:1
H 0.791335 0.804542 -2.177206 1.0 -0.2 0.7 0.0000
O 1.688225 0.752143 -1.741017 0.1 2.0 -1.2 -0.0001
O 1.418742 1.582144 -0.563551 0.3 -1.1 -1.1 0.0000
C 1.039674 0.594891 0.350654 -0.7 0.8 0.9 -0.0003
C 1.977327 -0.588949 0.246156 -0.3 -1.2 1.0 -0.0002
O 3.294107 -0.165515 0.195853 1.1 1.0 -0.3 0.0000
C -0.437764 0.156316 0.072955 0.8 -2.0 1.6 0.0041
C -0.799732 -1.017320 1.061850 0.5 -0.7 -0.7 -0.0012
C -1.537593 1.080595 0.114345 -0.1 1.1 -1.3 -0.0007
O -1.305347 2.272986 0.608549 -2.0 1.5 1.6 -0.0001
O -0.542259 0.228788 -1.273109 -3.4 -0.4 -0.8 -0.0028
O -3.910860 -1.833395 -1.699197 4.2 1.7 0.0 1.0395
H -2.862048 -1.423383 -1.726425 -4.0 -1.6 0.0 -0.0374
H 1.098034 1.077894 1.309325 0.2 0.2 0.7 0.0003
H 1.936512 -1.189927 1.155499 -0.8 -0.3 0.1 0.0000
H 1.668156 -1.175227 -0.613528 0.1 -0.3 0.0 0.0000
H 3.874787 -0.864922 -0.109455 -0.2 -0.1 -0.1 0.0000
H -0.702992 -0.592664 2.052365 0.0 0.3 0.3 0.0003
H -1.799230 -1.442041 1.012127 -0.3 0.3 -0.4 0.0017
H -0.136106 -1.881603 1.066543 0.2 0.1 -0.3 -0.0021
H -2.562000 1.020757 -0.349589 1.2 -1.1 0.7 -0.0009
H -2.190960 2.603891 1.006860 2.1 -0.2 -1.4 0.0000
```
Positions in Å, forces in eV/Å.

Its charge is 0. As for the HOMO-LUMO gap (spin up / spin down): 8.97 / 7.24 eV. Its relative energy (zero: lowest compared OMol25 entry of this formula, charge and spin) is 75.58 kcal/mol. As for the spin multiplicity: 2. The value obtained for the HOMO energy (spin up / spin down) is -9.1 / -9.1 eV. The LUMO energy (spin up / spin down) is -0.0063 / -0.0696 Eh.

Entry 8:
An isolated molecule of C5H11OPS in a non-equilibrium geometry. Source: the Open Molecules 2025 dataset; level of theory: wB97M-V/def2-TZVPD.

```
19
Properties=species:S:1:pos:R:3:forces:R:3:nbo_charge:R:1
C -3.667562 0.389247 0.459032 1.6 -1.7 1.7 -0.3983
C -2.886863 -0.449398 -0.192972 0.1 -0.8 -2.1 -0.1837
C -1.654643 -1.166825 0.265246 0.9 0.2 -1.1 -0.5215
S -0.245963 -0.710302 -0.912884 -0.6 0.0 0.6 -0.1606
P 0.686981 0.825850 0.241729 1.1 -1.2 -0.3 0.9545
O 0.703575 2.117859 -0.753344 -1.5 0.6 -0.2 -0.9797
C 2.393505 0.317795 -0.317856 -0.2 0.3 -0.4 -0.7229
C 2.919760 -0.842040 0.562003 -0.7 -0.6 -3.0 -0.6386
H -4.455357 0.906789 0.053218 -1.7 1.0 -1.1 0.2019
H -3.584696 0.362391 1.532394 0.2 0.7 0.4 0.1887
H -3.064635 -0.638692 -1.273913 0.0 0.4 0.6 0.1945
H -1.261596 -0.744701 1.169377 -0.2 -0.4 0.9 0.2249
H -1.607442 -2.274578 0.197988 -0.6 0.8 0.4 0.2387
H -0.240654 2.365675 -0.781634 0.5 0.5 -0.4 0.4897
H 2.221633 -0.039884 -1.320509 0.1 0.0 -0.6 0.2174
H 2.958543 1.280300 -0.446016 -0.1 -1.0 0.7 0.2353
H 3.977948 -1.028975 0.364227 0.0 0.3 0.6 0.2191
H 2.652570 -0.395602 1.498039 0.3 -1.4 1.4 0.2144
H 2.407034 -1.833710 0.117738 0.6 2.2 1.9 0.2262
```
Positions in Å, forces in eV/Å.

Its charge is 0. As for the HOMO-LUMO gap: 9.76 eV. Its relative energy (zero: lowest compared OMol25 entry of this formula, charge and spin) is 44.17 kcal/mol. Its structure (SMILES) is C=CCSP(O)CC. The value obtained for the HOMO energy is -8.9 eV. The LUMO energy is 0.0310 Eh.

Q: Among the records above, which one has the highest charge?
A: C5H11O4Tl